Computed, not measured: C27H31GaN5O5PS3 as an isolated structure in a non-equilibrium geometry, with wB97M-V/def2-TZVPD.

Values from the calculation:
LUMO (alpha / beta), eV: 1.784 / 1.849
Highest occupied orbital energy (alpha / beta), eV: -1.25 / -4.52
Charge: -1
Spin multiplicity: 2

Atoms and positions in Å:
Ga (0.601572, -0.928170, 0.680795)
N (-5.907989, -2.015061, -3.639766)
C (-5.139491, -2.042267, -2.480267)
C (-4.786262, -3.261202, -1.896529)
C (-4.066671, -3.289607, -0.717899)
C (-3.701216, -2.100101, -0.107102)
C (-4.041635, -0.883245, -0.673870)
C (-4.770255, -0.852914, -1.847999)
S (-2.574021, -2.149031, 1.260225)
O (-2.755147, -0.987104, 2.086646)
O (-2.684309, -3.423038, 1.913838)
N (-1.112143, -1.968434, 0.541566)
C (-0.530245, -3.005859, -0.091102)
N (0.821354, -2.805379, -0.161748)
C (1.530305, -3.734495, -0.817297)
C (0.911579, -4.833695, -1.371019)
C (-0.460018, -4.954934, -1.224920)
N (-1.192997, -4.031934, -0.595239)
H (-5.825630, -2.829294, -4.226356)
H (-5.865637, -1.148834, -4.151461)
H (-5.059567, -4.185932, -2.391144)
H (-3.766071, -4.221757, -0.265703)
H (-3.718748, 0.034519, -0.201474)
H (-5.032076, 0.095405, -2.301390)
H (2.598142, -3.573559, -0.869000)
H (1.489345, -5.576989, -1.899823)
H (-1.012844, -5.798530, -1.617567)
C (-3.969147, 1.766687, 3.882258)
C (-2.534533, 2.224261, 4.065728)
O (-1.621716, 1.124953, 3.941327)
P (-0.726634, 1.039531, 2.609495)
S (0.435021, -0.616963, 3.004510)
S (-1.499922, 1.591088, 0.906420)
O (0.315667, 2.279200, 2.868261)
C (1.065401, 2.385006, 4.071233)
C (1.245506, 3.853468, 4.407989)
H (-4.618447, 2.637816, 3.798482)
H (-4.285395, 1.148297, 4.721065)
H (-4.029685, 1.168015, 2.976426)
H (-2.371480, 2.638188, 5.065245)
H (-2.284963, 2.984035, 3.319076)
H (2.040161, 1.909403, 3.923089)
H (0.546392, 1.860325, 4.879400)
H (1.785346, 4.351237, 3.604072)
H (1.805311, 3.950752, 5.337832)
H (0.274430, 4.333594, 4.521301)
C (4.829917, -0.066216, 0.019046)
C (4.240054, 0.909504, 1.041922)
C (3.623503, -0.059918, 2.039439)
O (3.007275, -1.049014, 1.221023)
C (3.869867, -1.266742, 0.097164)
H (5.835180, -0.367068, 0.320214)
H (4.870416, 0.349270, -0.985800)
H (3.446595, 1.499658, 0.581922)
H (4.982480, 1.565071, 1.494800)
H (2.858470, 0.374160, 2.676475)
H (4.394386, -0.529693, 2.667152)
H (3.230136, -1.337028, -0.783895)
H (4.411694, -2.209106, 0.244035)
N (3.442199, 4.618267, -7.045672)
C (3.056890, 3.976935, -6.157004)
C (2.608104, 3.202061, -5.075753)
C (3.061553, 1.865142, -4.911085)
C (2.658595, 1.124425, -3.835555)
C (1.773205, 1.668279, -2.863685)
C (1.296384, 2.994609, -3.046738)
C (1.704763, 3.740200, -4.117413)
C (1.404343, 0.904583, -1.746254)
C (1.174244, 0.228053, -0.751675)
H (3.734975, 1.447904, -5.649718)
H (3.003150, 0.105680, -3.703533)
H (0.607233, 3.397552, -2.315631)
H (1.353752, 4.755978, -4.251387)

Force components x, y, z for each atom (eV/Å):
0.6 1.5 -0.3
0.0 0.0 0.0
-0.1 0.0 0.1
0.0 0.0 0.0
-0.1 0.0 0.0
0.4 -0.1 0.2
0.0 0.2 0.0
0.0 -0.1 0.0
-0.5 0.5 0.5
-0.2 -0.2 -0.4
0.2 -0.3 -0.4
0.0 -0.4 0.0
0.0 0.3 0.1
-0.2 -1.1 -0.3
-0.3 0.7 0.5
0.3 -0.4 -0.3
-0.3 0.8 0.5
0.3 -1.0 -0.5
0.0 0.1 0.0
0.0 0.0 -0.1
-0.1 0.0 0.0
0.0 0.0 0.0
0.1 0.1 0.0
0.0 0.0 0.0
0.0 0.0 -0.1
0.0 0.0 0.0
0.1 -0.1 -0.1
0.3 -0.1 0.0
-0.2 0.3 0.0
-0.1 -0.5 -0.2
0.6 1.7 0.3
-0.4 0.0 -0.8
0.1 -0.7 0.4
-0.1 -0.1 0.0
0.0 -0.1 0.1
-0.1 -0.2 -0.1
-0.1 0.0 0.0
-0.1 0.0 0.0
-0.1 0.0 -0.1
0.0 0.0 -0.1
0.0 0.0 0.1
-0.1 0.0 0.1
0.1 0.0 0.0
0.0 0.1 0.0
0.0 0.1 0.0
0.0 0.0 0.0
-0.1 0.0 0.0
-0.1 -0.2 0.0
0.1 0.4 0.1
0.0 -0.4 0.1
0.1 -0.1 -0.2
0.0 0.0 0.0
0.0 0.0 0.0
0.0 0.0 0.0
0.0 0.0 0.0
0.0 0.0 0.0
0.0 0.0 0.0
0.1 0.1 0.0
0.0 0.0 0.0
0.0 0.0 -0.1
0.1 0.1 -0.1
0.1 0.1 -0.2
0.0 -0.3 0.2
0.2 0.1 -0.4
-0.2 -0.5 0.6
0.0 0.4 -0.3
-0.2 -0.1 0.3
0.3 0.1 -0.2
-0.6 -0.6 0.9
0.0 0.0 0.0
0.0 0.0 -0.1
0.0 0.1 0.0
0.0 0.0 0.0

These are the Löwdin partial charges, in e, on atoms 1 to 4: atom 1 (Ga): 0.211, atom 2 (N): 0.090, atom 3 (C): -0.324, atom 4 (C): -0.034